No. 1
Density functional theory data (the ωB97M-V functional and the def2-TZVPD basis) for C24H36BBr2CaCl3NaO5PS as an isolated structure.

Its highest occupied orbital energy is -10.8 eV. For the LUMO energy, the calculation gives -9.383 eV. Its net charge is +2. As for the energy: -256989.00066 eV.

Geometry (Å):
C -0.95365 -3.01167 1.19327
C -0.51003 -1.61951 1.23089
B -0.98194 -0.63444 -0.00249
O -1.97977 0.42210 0.23848
C -1.44247 1.76681 -0.07806
C -1.55473 2.48459 1.35366
C -2.81859 1.98810 2.19959
C -4.32102 2.55893 1.96702
C -5.59516 2.07931 2.76890
C -5.48120 0.94138 3.91822
C -3.98721 0.39536 4.19439
C -2.68712 0.90465 3.36568
C -1.28954 0.24679 3.80451
P -2.89361 2.44897 -1.14711
S -2.91008 4.40580 -1.24943
C 0.00452 1.55759 -0.78007
C 1.31852 2.25785 -0.16435
C 1.18953 3.86047 0.05818
C 1.88174 1.56813 1.18822
C 3.06208 0.46632 0.89255
C 0.12216 1.47223 -2.38600
Br 0.31994 3.26024 -3.26179
C 1.23907 0.41060 -2.91011
C 0.40461 -0.90228 -3.46393
Br 2.14573 1.28080 -4.55878
O 0.20310 0.13579 -0.40746
H -0.90885 -3.52549 0.15537
H -1.26678 -3.58371 2.14456
H 0.17556 -1.34033 2.10872
H -1.49713 -1.32494 -0.83281
H -1.67207 3.63626 1.23648
H -0.61431 2.34752 2.01244
H -4.46083 3.35861 1.13929
H -6.61032 2.55083 2.49933
H -6.41741 0.58261 4.48973
H -3.83669 -0.41197 5.00651
H -0.85569 0.71496 4.77555
H -1.43504 -0.88844 3.91629
H -0.52769 0.45533 2.97557
H -4.18088 1.98190 -0.64858
H -2.83007 1.97765 -2.51339
H 2.15951 2.12034 -0.95760
H 1.24737 4.14716 1.18517
H 0.23724 4.32010 -0.41459
H 2.12212 4.35474 -0.42437
H 2.38014 2.39795 1.81969
H 1.08653 1.03630 1.82002
H 2.59502 -0.59048 0.95014
H 3.83287 0.59096 1.73227
H 3.60090 0.67870 -0.09762
H -0.89413 1.06105 -2.77460
H 2.06449 0.18213 -2.15341
H -0.17069 -1.46231 -2.64234
H -0.40617 -0.46931 -4.18342
H 1.01463 -1.63651 -4.07720
C 6.05029 -2.32900 -1.26992
C 5.44828 -2.29555 -2.65916
C 6.02228 -1.23115 -3.54583
O 4.95612 -1.00166 -4.45946
C 3.80691 -1.29460 -3.79204
O 2.69650 -1.02740 -4.18704
O 4.07194 -1.92430 -2.61171
H 7.03058 -2.81112 -1.28259
H 6.17055 -1.31975 -0.86533
H 5.39765 -2.86946 -0.57934
H 5.51000 -3.28749 -3.11991
H 6.92339 -1.55491 -4.06869
H 6.22996 -0.29220 -3.02248
Na -4.66733 -0.56210 1.98351
C -3.72966 -5.47161 0.72661
Cl -3.03109 -5.28964 -0.88237
Cl -3.97528 -3.87222 1.48331
Cl -5.25526 -6.35615 0.64901
H -3.03297 -6.03890 1.34338
Ca -3.03943 -3.17732 3.94890

Atomic partial charges in e from the Mulliken method, atoms 1 to 8:
1. C -1.140
2. C 0.158
3. B 1.197
4. O -0.423
5. C -0.032
6. C -1.029
7. C 0.474
8. C -0.353

***

No. 2
Density functional theory data (the ωB97M-V functional and the def2-TZVPD basis) for C4H13N2OP in the gas phase.

Its energy relative to the best compared isomer or geometry (same formula, charge and spin) is 14.5 kcal/mol. Its highest occupied orbital energy is -8.8 eV. For the LUMO energy, the calculation gives 0.703 eV. Its structure (SMILES) is CC(C)(C)P(N)(N)=O. As for the energy: -18675.55591 eV.

Geometry (Å):
C 0.78094 -0.90816 -1.23709
C -0.45045 -0.36234 -0.50761
C -1.33593 -1.53020 -0.06596
C -1.27266 0.79375 -1.10521
P 0.37562 0.66521 1.20177
N 1.07395 2.03882 0.63356
N 1.55437 -0.26134 1.84304
O -0.68769 1.00303 2.12932
H 1.27529 -1.82348 -0.81371
H 0.55953 -1.11627 -2.23182
H 1.35984 0.03587 -1.02139
H -0.81535 -2.53898 0.02575
H -2.20996 -1.66501 -0.84209
H -1.76963 -1.13957 0.86842
H -1.44981 1.52094 -0.18350
H -0.56344 1.16584 -1.93175
H -2.28348 0.66988 -1.51347
H 0.47204 2.82251 0.61650
H 1.93861 2.15042 0.03411
H 1.34823 -0.59636 2.80907
H 2.09997 -0.92455 1.29204

Atomic partial charges in e from the Mulliken method, atoms 1 to 8:
1. C -1.759
2. C 1.463
3. C -1.398
4. C -1.199
5. P 0.460
6. N -0.383
7. N -0.501
8. O -0.680

***

No. 3
Density functional theory data (the ωB97M-V functional and the def2-TZVPD basis) for C24H32Cl2N5RuSSb as an isolated structure.

Its energy relative to the best compared isomer or geometry (same formula, charge and spin) is 0.0 kcal/mol. Its highest occupied orbital energy (spin up / spin down) is -16.5 / -16.5 eV. For the LUMO energy (spin up / spin down), the calculation gives -10.851 / -10.942 eV. As for the spin multiplicity: 2. Its net charge is +3. As for the energy: -77832.15598 eV.

Geometry (Å):
Ru -0.96196 -0.25460 1.03033
S -1.66648 -7.68486 0.22268
N -2.74949 -6.52102 -0.01455
C -2.12565 -5.37230 0.19780
C -2.72393 -4.05475 0.09692
C -4.06203 -3.81586 -0.23681
C -4.50918 -2.51450 -0.31538
C -3.62625 -1.47312 -0.04739
N -2.35081 -1.68772 0.27667
C -1.90427 -2.96302 0.35785
C -0.51211 -3.12171 0.74361
N 0.17847 -1.98621 1.00841
C 1.45560 -2.09883 1.36781
C 2.10452 -3.31936 1.50097
C 1.40553 -4.48001 1.24209
C 0.07181 -4.38606 0.84417
C -0.76779 -5.53095 0.55004
N -0.38031 -6.79728 0.59963
H -4.72336 -4.65484 -0.41314
H -5.53448 -2.29030 -0.57264
H -3.94677 -0.44205 -0.09637
H 1.97902 -1.17281 1.57355
H 3.13593 -3.35030 1.82256
H 1.86050 -5.45650 1.35092
Cl -1.18289 -0.66116 3.40116
C -0.02707 0.45825 2.69845
Cl 0.51998 0.75772 -0.58356
H 0.99501 0.14383 2.88350
H -0.23629 1.47758 3.00557
C -3.32533 4.54731 1.55713
C -3.80546 3.41181 0.64142
C -5.22042 2.95127 1.03438
C -3.76593 3.83840 -0.83499
C -2.89951 2.25912 0.80292
N -2.20800 1.35038 0.91834
H -4.04653 5.36078 1.49388
H -2.35232 4.92634 1.24515
H -3.26500 4.22770 2.59734
H -5.87274 3.82332 1.03729
H -5.24029 2.50993 2.03064
H -5.61793 2.23365 0.31636
H -4.50848 4.62156 -0.98315
H -4.01007 3.01001 -1.50028
H -2.78904 4.23749 -1.10766
C 5.81588 0.12620 -0.80678
C 4.86316 0.37449 0.33818
Sb 2.95478 1.07546 -0.58493
C 2.97151 3.16260 -0.98141
C 4.38977 3.55757 -1.38956
C 2.92192 -0.03624 -2.42205
C 3.08333 0.86751 -3.64710
H 6.71158 -0.28462 -0.32505
H 6.11382 1.03460 -1.32696
H 5.48919 -0.61840 -1.52350
H 5.14339 1.19871 0.99163
H 4.63129 -0.49869 0.94278
H 2.64337 3.65459 -0.06627
H 2.22152 3.31737 -1.75569
H 5.12655 3.36033 -0.61041
H 4.39200 4.63680 -1.55399
H 4.70430 3.09093 -2.32195
H 1.96456 -0.54825 -2.41891
H 3.71818 -0.76906 -2.34894
H 2.38069 1.70176 -3.64584
H 2.87438 0.28486 -4.54442
H 4.09664 1.25515 -3.74248

Atomic partial charges in e from the Mulliken method, atoms 1 to 8:
1. Ru -0.239
2. S 0.276
3. N -0.619
4. C 0.758
5. C 0.379
6. C -0.444
7. C -0.866
8. C -0.202

***

No. 4
Density functional theory data (the ωB97M-V functional and the def2-TZVPD basis) for C69H56As2IN3O2PRbS5 as an isolated structure.

Its energy relative to the best compared isomer or geometry (same formula, charge and spin) is 14.2 kcal/mol. Its highest occupied orbital energy is -0.6 eV. For the LUMO energy, the calculation gives 2.883 eV. Its net charge is -2. As for the energy: -274929.09388 eV.

Geometry (Å):
Rb 0.56726 1.07385 0.69912
C 2.99707 -0.90777 1.82851
C 2.60673 -2.02303 0.91005
C 3.50477 -3.03957 0.58515
C 3.11252 -3.99380 -0.32772
C 1.86092 -3.88996 -0.92372
C 1.02813 -2.84183 -0.54708
N 1.38156 -1.96332 0.38345
C -0.32065 -2.64041 -1.19589
C -0.70943 -3.43423 -2.26712
C -1.97495 -3.26690 -2.79237
C -2.81316 -2.31944 -2.23779
C -2.33911 -1.53442 -1.19333
N -1.11378 -1.68899 -0.69848
C -3.22557 -0.47541 -0.56913
C -4.51848 -0.27720 -1.03890
C -5.30298 0.69863 -0.44867
C -4.76599 1.45714 0.56771
C -3.45631 1.21280 0.97769
C -2.82904 2.01219 2.07638
N -2.71387 0.24357 0.42754
H 3.78214 -1.19444 2.52726
H 2.13442 -0.55106 2.38249
H 3.37587 -0.06143 1.24584
H 4.48916 -3.05091 1.03416
H 3.77555 -4.80838 -0.59625
H 1.55603 -4.62417 -1.65534
H -0.04148 -4.16596 -2.69624
H -2.31121 -3.87937 -3.62017
H -3.81483 -2.20605 -2.62323
H -4.92237 -0.85794 -1.85428
H -6.31299 0.87408 -0.79956
H -5.33535 2.24726 1.04017
H -3.47060 2.83968 2.38017
H -1.85626 2.41123 1.78453
H -2.65848 1.37473 2.94281
I 0.14920 1.59172 4.36164
C -1.84107 1.21546 5.26938
C -2.39436 2.36719 5.76669
C -3.53567 2.36894 6.59954
C -4.08273 1.18930 6.99457
C -3.55640 -0.03681 6.51613
C -4.10180 -1.25329 6.99569
C -3.62118 -2.45062 6.56439
C -2.63788 -2.46794 5.55677
C -2.10732 -1.32274 5.02408
P -1.11510 -1.51937 3.45153
C 0.16832 -2.71554 4.04680
C 1.36023 -2.14084 4.49727
C 2.40550 -2.92870 4.96042
C 2.28375 -4.31143 4.97898
C 1.10218 -4.89678 4.54196
C 0.05548 -4.10556 4.08388
C -2.30044 -2.60929 2.53845
C -3.66879 -2.32151 2.56253
C -4.56620 -3.01926 1.76652
C -4.11699 -4.03331 0.92758
C -2.75898 -4.31459 0.87306
C -1.86270 -3.59452 1.65374
C -2.47837 -0.04237 5.57401
H -1.90630 3.31060 5.54224
H -3.94043 3.30901 6.95745
H -4.91614 1.16074 7.68860
H -4.90373 -1.20740 7.72542
H -4.01841 -3.38219 6.95045
H -2.33309 -3.42673 5.15358
H 1.47537 -1.06288 4.48579
H 3.31930 -2.45101 5.29267
H 3.10267 -4.92871 5.32968
H 0.99054 -5.97504 4.55414
H -0.85446 -4.58954 3.74993
H -4.03910 -1.53358 3.20927
H -5.61962 -2.76678 1.80090
H -4.81669 -4.58752 0.31259
H -2.38746 -5.08062 0.20220
H -0.80060 -3.79162 1.55946
S 3.50219 5.57648 3.51733
As 3.17422 3.87961 2.25012
S 2.76531 2.04919 3.46025
S 1.50163 4.27082 0.89869
S 4.92270 3.38229 1.05233
O 1.73680 0.33842 -1.37917
As 3.06613 0.35034 -2.37339
C 2.52674 -0.51071 -4.02715
C 1.60104 0.23475 -4.75337
C 1.00394 -0.29194 -5.88724
C 1.32136 -1.57806 -6.30532
C 2.24119 -2.32731 -5.58827
C 2.84376 -1.79668 -4.45153
C 4.67439 -0.38220 -1.60706
C 5.24453 0.47074 -0.66294
C 6.38001 0.07323 0.03240
C 6.96398 -1.15657 -0.23635
C 6.39549 -2.00889 -1.17795
C 5.24097 -1.63406 -1.84963
C 3.62884 2.11675 -2.80849
C 3.29489 3.12048 -1.91260
C 3.85463 4.38412 -2.07420
C 4.69948 4.63267 -3.14071
C 5.02729 3.61720 -4.04484
C 4.50917 2.34676 -3.86851
H 1.35257 1.23754 -4.42925
H 0.28935 0.30197 -6.44455
H 0.85284 -1.99415 -7.18914
H 2.49162 -3.33136 -5.90878
H 3.54658 -2.40151 -3.90737
H 4.81936 1.44423 -0.39132
H 6.76628 0.74867 0.78769
H 7.85612 -1.46372 0.29865
H 6.83541 -2.98052 -1.37186
H 4.79005 -2.33758 -2.52758
H 2.67205 2.94505 -1.03672
H 3.64395 5.13272 -1.31841
H 5.14430 5.61444 -3.25581
H 5.70952 3.81418 -4.86370
H 4.79292 1.54201 -4.53951
O -0.92416 2.44936 -0.81240
S -1.33281 1.92618 -2.14442
C -2.97677 2.62025 -2.42394
C -3.37279 3.65723 -1.59951
C -4.62867 4.22195 -1.78976
C -5.46971 3.73986 -2.78452
C -5.06023 2.68715 -3.59639
C -3.80743 2.11929 -3.41269
C -0.51558 3.01945 -3.32016
C 0.27846 4.01799 -2.78725
C 0.92574 4.88144 -3.66616
C 0.77731 4.73283 -5.03655
C -0.01486 3.70919 -5.55175
C -0.66340 2.84070 -4.68890
H -2.69660 4.00152 -0.82324
H -4.95027 5.03647 -1.15223
H -6.44975 4.17995 -2.92537
H -5.71941 2.30432 -4.36611
H -3.48700 1.28205 -4.02511
H 0.42588 4.08461 -1.70983
H 1.57012 5.65284 -3.26572
H 1.29600 5.40315 -5.71094
H -0.11402 3.58146 -6.62288
H -1.26949 2.02733 -5.07670

Atomic partial charges in e from the Mulliken method, atoms 1 to 8:
1. Rb -1.026
2. C -0.635
3. C 0.402
4. C -0.493
5. C -1.382
6. C -0.891
7. C 0.296
8. N 1.646